(1)
Here is a structure of composition C3H14NO4 at a distorted geometry from the OMol25 dataset. Energies are from wB97M-V/def2-TZVPD.

molar mass: 128.15 g mol⁻¹
ΔE to the lowest compared entry with this formula, charge and spin: 3.8334 eV
LUMO level: 0.125 hartree
gap between HOMO and LUMO: 8.45 eV
charge: -1

The geometry in XYZ format:
```
22
Properties=species:S:1:pos:R:3:forces:R:3:lowdin_charge:R:1
C 2.611219 -1.880395 1.730175 0.24 -0.71 -0.05 -0.254
N 1.960987 -0.636381 2.031853 -2.46 -0.26 -1.84 -0.065
C 1.327177 -0.402788 0.413736 -1.44 -1.79 -0.21 -0.161
C 0.151819 0.520494 0.253168 -1.19 0.57 0.09 -0.308
O -0.488499 0.185195 -0.946713 0.73 -0.37 0.12 -0.182
H 3.186730 -1.908687 0.826336 1.02 0.40 -0.58 0.053
H 3.233768 -2.246196 2.548943 -0.05 0.19 0.12 0.065
H 1.884817 -2.679289 1.462452 -0.13 0.29 0.69 0.074
H 2.051288 0.185763 1.436718 3.04 1.61 1.55 0.012
H 2.162802 -0.234019 -0.284238 -0.06 0.07 0.30 0.124
H 0.919265 -1.390709 0.216307 0.04 -0.06 -0.17 0.097
H -0.525280 0.338109 1.099175 0.12 -0.02 0.10 0.115
H 0.337157 1.603779 0.251671 0.57 -0.08 0.23 0.121
H -1.518039 0.533814 -0.966592 -0.43 0.29 -0.61 0.001
H -2.905211 1.468327 -1.961677 0.15 -0.02 -0.03 -0.042
O -2.802509 0.989788 -1.136420 0.13 -0.09 0.33 -0.345
H 0.540366 -0.596773 -2.218352 -0.50 -0.01 -0.17 -0.009
H 0.707207 -2.085980 -2.401919 -0.05 0.07 -0.15 0.016
O 0.818065 -1.260662 -2.886898 0.37 -0.11 0.19 -0.103
H -2.860038 1.926366 0.152094 -0.14 -0.07 0.34 -0.029
H -2.494301 1.694212 1.653267 -0.02 -0.02 -0.02 -0.015
O -2.881932 2.358873 1.079142 0.05 0.11 -0.21 -0.165
```
Positions in Å, forces in eV/Å.


(2)
Here is a cluster of 4 separate species, C3H14NO4 in total at a distorted geometry from the OMol25 dataset. Energies are from wB97M-V/def2-TZVPD.

molar mass: 128.15 g mol⁻¹
ΔE to the lowest compared entry with this formula, charge and spin: 0.6140 eV
LUMO level: 0.143 hartree
gap between HOMO and LUMO: 8.98 eV
charge: -1

The geometry in XYZ format:
```
22
Properties=species:S:1:pos:R:3:forces:R:3:lowdin_charge:R:1
C 1.201881 0.215879 -0.090450 -2.20 0.80 0.32 -0.276
O 1.064909 0.168344 -1.497909 -0.81 -1.55 0.89 -0.146
C 0.710758 1.605372 0.423980 0.48 -0.68 -1.51 -0.488
C 0.832626 1.576984 1.908159 0.23 1.17 1.22 -0.104
N -0.635387 1.957413 0.038032 -1.43 -0.81 -1.26 0.026
H 0.465796 -0.538197 0.481993 2.03 0.98 -1.29 0.156
H 2.258973 0.173772 0.113946 0.45 -0.67 0.76 0.094
H 1.325070 2.350126 -0.147627 0.13 -0.33 1.14 0.142
H 0.195333 0.906198 2.491967 0.03 -0.55 -0.75 0.083
H 0.574223 2.518043 2.349559 -0.37 1.02 0.02 0.055
H 1.851214 1.473711 2.232954 0.69 -0.60 0.07 0.062
H -0.753030 1.869640 -0.994377 0.73 0.39 0.77 0.084
H -1.249929 1.173023 0.276165 -0.09 0.20 0.69 0.034
H -1.685408 -1.402206 -2.336935 0.37 0.04 0.22 -0.032
H 0.316231 -0.529529 -1.537888 -0.08 0.82 -1.30 0.018
O -1.080356 -1.359572 -1.585059 0.03 0.03 0.36 -0.394
H -0.136922 -2.744482 -1.233291 -1.33 0.04 -0.09 -0.046
H 1.248028 -3.095670 -1.266282 -0.47 -1.05 0.34 0.027
O 0.398844 -3.553390 -1.051909 1.63 0.94 -0.32 -0.147
H -2.398237 -1.368556 1.111358 -0.21 0.59 -0.30 0.027
H -1.951101 -0.806877 -0.230200 -0.23 -0.17 -0.45 -0.028
O -2.553516 -0.590027 0.543814 0.42 -0.63 0.47 -0.148
```
Positions in Å, forces in eV/Å.


(3)
Here is a cluster of 4 separate species, C3H14NO4 in total at a distorted geometry from the OMol25 dataset. Energies are from wB97M-V/def2-TZVPD.

molar mass: 128.15 g mol⁻¹
ΔE to the lowest compared entry with this formula, charge and spin: 0.9153 eV
LUMO level: 0.145 hartree
gap between HOMO and LUMO: 9.05 eV
charge: -1

The geometry in XYZ format:
```
22
Properties=species:S:1:pos:R:3:forces:R:3:lowdin_charge:R:1
C -0.735452 -0.905461 -0.886672 0.08 0.30 -2.33 -0.283
O -1.356812 0.164592 -1.627468 0.40 0.84 2.17 -0.196
C 0.786824 -0.782993 -1.150313 2.00 -1.04 0.30 -0.465
C 1.561397 -1.532203 -0.033495 1.11 -0.67 -0.05 -0.122
N 1.483964 0.539617 -1.177015 -1.26 0.33 1.96 0.006
H -0.980523 -0.733018 0.170733 0.16 -0.73 -0.13 0.081
H -1.084574 -1.912909 -1.367172 0.43 1.54 1.30 0.133
H 1.045774 -1.301264 -2.127247 -0.53 0.63 0.85 0.127
H 1.445087 -0.916778 0.920826 -0.05 -1.24 -1.01 0.066
H 2.706319 -1.483587 -0.278744 -2.09 -0.31 0.41 0.088
H 1.216350 -2.647272 0.033208 0.62 2.00 0.28 0.086
H 0.980200 1.174534 -1.788024 -0.17 -0.05 0.01 0.048
H 1.380098 0.967205 -0.175593 0.39 -1.02 -2.52 0.058
H -1.094818 2.511385 0.683865 0.01 -0.55 -0.20 -0.022
H -1.162587 0.910730 -0.877169 -0.78 -0.83 -1.40 0.063
O -0.899369 1.560965 0.604155 -0.08 0.69 0.23 -0.392
H -2.465518 0.745882 1.263465 0.13 -0.52 -0.37 -0.012
H -3.138354 -0.606546 0.756678 0.21 1.09 0.65 0.024
O -3.174185 0.080821 1.459496 -0.18 -0.53 -0.35 -0.136
H 1.349413 1.040504 2.547174 0.27 0.31 -0.53 0.027
H 0.593550 1.605786 1.329478 0.35 -0.08 0.14 -0.010
O 1.543219 1.520008 1.719835 -1.03 -0.16 0.59 -0.169
```
Positions in Å, forces in eV/Å.